C3H4Cl2 as an isolated structure at a distorted geometry, computed with wB97M-V/def2-TZVPD.

- HOMO energy: -9.36 eV
- Net charge: 0
- Multiplicity: 1
- HOMO-LUMO gap: 0.375 Eh
- Energy: -28219.767 eV

Positions of all 9 atoms, in Å:
C -1.22 0.06 0.03
C 0.15 -0.54 -0.11
C 1.22 0.22 -0.01
H -1.17 1.09 -0.20
H -1.62 -0.15 1.05
H -1.97 -0.55 -0.62
H 0.36 -1.67 -0.13
Cl 1.43 1.93 -0.02
Cl 2.81 -0.39 0.01